# C3H8O4

2 unconnected molecules or ions with the total composition C3H8O4 (ωB97M-V/def2-TZVPD, the Open Molecules 2025 dataset).

Each line ends with the Mulliken charge.
Cartesian coordinates (Å):
O: 2.184 1.639 0.817  -0.55
C: 1.437 0.705 0.760  0.48
O: 0.310 0.672 1.508  -0.41
C: 1.418 -0.432 -0.214  -0.42
C: 0.545 -0.097 -1.458  -0.42
O: -0.767 -0.682 -1.359  -0.51
H: 0.250 1.437 2.048  0.31
H: 0.998 -1.354 0.188  0.27
H: 2.363 -0.824 -0.593  0.39
H: 0.971 -0.668 -2.280  0.29
H: 0.438 0.954 -1.710  0.26
H: -1.341 -0.167 -0.777  0.32
H: -2.724 0.241 1.407  0.30
H: -3.164 -1.135 1.009  0.31
O: -2.919 -0.290 0.653  -0.62

Output
* HOMO: -10.18 eV
* lowest unoccupied orbital energy: 0.4 eV
* multiplicity: 1
* SMILES: O=C(O)CCO.O
* energy relative to the best compared isomer or geometry (same formula, charge and spin): 0.6214 eV

---

# C3H8O4S

A single C3H8O4S molecule (ωB97M-V/def2-TZVPD, the Open Molecules 2025 dataset).

Each line ends with the Mulliken charge.
Cartesian coordinates (Å):
C: -0.600 1.338 0.145  -0.67
C: -0.029 0.715 -1.082  -0.24
C: 0.719 -0.619 -0.856  -0.87
H: 0.121 2.129 1.832  0.31
H: -1.486 0.750 0.403  0.34
H: -0.958 2.361 0.002  0.45
H: -0.849 0.481 -1.725  0.26
H: 0.683 1.393 -1.610  0.34
H: 1.732 -0.450 -0.358  0.35
H: 0.859 -1.167 -1.766  0.44
H: 0.230 -0.316 1.755  0.44
O: 0.317 1.342 1.331  -0.60
O: 0.308 -1.290 1.638  -0.50
O: 0.539 -3.110 -0.007  -0.61
O: -1.519 -1.718 0.096  -0.61
S: -0.069 -1.839 0.202  1.18

Output
* HOMO: -10.80 eV
* lowest unoccupied orbital energy: 0.3 eV
* multiplicity: 1
* SMILES: O=S(=O)(O)CCCO
* energy relative to the best compared isomer or geometry (same formula, charge and spin): 0.0000 eV

---

Number 1: orbital gap 10.576 eV. Number 2: orbital gap 11.115 eV.